# 1
Below is a structure of composition C31H47BrO2P2Tl at a distorted geometry, with properties calculated with ωB97M-V/def2-TZVPD.

Geometry as ORCA input:
```
! wB97M-V def2-TZVPD RIJCOSX def2/J DEFGRID3
* xyz 1 1
Tl 1.03826 3.11902 -2.79032
Br 3.78647 1.69473 4.10599
P -1.25606 3.11983 -4.32714
P 0.54649 1.68689 -6.25197
O 3.56243 3.77755 1.49502
O 1.63348 2.84537 0.86690
C -0.06173 -3.59900 -2.13983
C 0.83663 4.44670 3.44903
C 2.71493 -2.12214 -2.02013
C 2.22476 2.74426 4.26460
C -1.96525 0.93575 -1.33605
C 1.57394 2.78867 5.50154
C 1.65809 -2.05744 -0.98721
C -3.00951 2.69189 -3.95131
C -1.08536 4.86206 -3.75457
C 1.85982 3.52764 3.16379
C -3.91174 -0.71606 -1.65873
C -4.88083 -0.40935 0.75600
C -5.05656 -0.19199 -0.77677
C 1.70517 -1.23856 0.18521
C -3.67458 0.30645 1.24276
C 0.49378 -1.40505 0.87284
C -0.37510 -2.19920 0.05053
C -2.84458 1.98018 -0.58007
C -0.72624 0.36346 -6.60758
C 2.78440 -0.33441 0.59869
C 0.66752 3.80845 5.77615
C -1.74337 -2.61795 0.37934
C 0.31273 4.67219 4.73132
C 0.24690 -0.80717 2.19315
C 0.37095 -2.65038 -1.07724
C -2.75662 -0.10908 -2.07946
C 1.47986 1.46546 -7.83244
C -1.55988 3.52290 -6.15379
C -3.33239 1.53715 0.81540
C 2.40040 3.37591 1.73095
C -0.36512 3.12707 -7.01735
H -3.55964 2.40328 -4.86192
H -3.52662 3.53825 -3.47124
H 2.93004 0.41838 -0.18468
H -0.37403 5.49910 4.94143
H 3.61762 -2.68948 -1.76024
H 2.16590 2.31612 -7.93071
H 3.73894 -0.82689 0.82343
H -4.74096 -1.47819 0.93567
H -0.16806 5.29507 -4.18435
H -1.49367 0.29802 -5.82744
H 0.35593 0.29080 2.14842
H -4.09225 -1.76965 -2.02086
H 0.81017 1.44990 -8.70641
H -3.11053 -0.11628 2.10535
H -1.20439 0.52460 -7.58383
H -2.14009 -1.91084 1.11987
H -2.21478 2.89078 -0.40805
H -3.68577 2.27247 -1.22768
H -3.03663 1.82022 -3.28648
H 2.39406 -2.49733 -3.00043
H 2.53407 0.22810 1.50298
H -1.71967 -3.62456 0.84373
H -5.77816 -0.13686 1.35164
H 0.38040 3.93980 -7.09546
H -1.22284 0.47060 -0.66459
H 0.44760 5.04409 2.63447
H -0.20045 -0.60009 -6.62634
H -1.02840 4.93715 -2.65751
H 0.95567 -1.19150 2.94443
H -2.45858 2.97924 -6.49091
H 1.90927 2.18449 6.33486
H -5.28470 0.87811 -0.91510
H 0.06334 -4.64187 -1.81176
H -5.93610 -0.76787 -1.07887
H -1.79628 4.59636 -6.23000
H -1.94703 5.43835 -4.11775
H -1.25083 1.51008 -1.97428
H -1.11571 -3.50008 -2.41838
H 2.05715 0.53718 -7.79738
H 0.32593 3.97173 6.79582
H 0.51703 -3.47072 -3.06235
H -2.93783 2.21818 1.58431
H 3.04764 -1.08982 -2.17487
H -0.68950 2.85125 -8.03908
H -2.40366 -2.61061 -0.50944
H -2.34158 -0.55095 -2.99301
H -0.76629 -1.06505 2.49393
*
```

Computed properties:
Max |F| = 2.6 eV/A
Highest occupied orbital energy (alpha / beta) = -9.3 / -9.3 eV
Gap between HOMO and LUMO (alpha / beta) = 3.673 / 3.794 eV
Total energy = -130305.691 eV

These are the Löwdin partial charges, in e, on atoms 1 to 8: 0.81 0.77 0.65 0.78 -0.04 -0.15 0.00 -0.04

***

# 2
Below is a cluster of 2 separate species, C2H5FNO in total at a distorted geometry, with properties calculated with ωB97M-V/def2-TZVPD.

Geometry as ORCA input:
```
! wB97M-V def2-TZVPD RIJCOSX def2/J DEFGRID3
* xyz -1 1
F -3.13207 -0.15951 2.15513
O -3.58667 -0.25132 -1.26313
N -3.48248 -0.30881 0.06997
C 0.53411 0.99650 -1.72372
C -2.63394 0.31347 0.86284
H 0.95322 1.74581 -0.98085
H 1.23605 0.17751 -1.96300
H -0.57973 0.86652 -1.70811
H 0.57302 1.62428 -2.62041
H -4.10198 -0.99566 0.55818
*
```

Computed properties:
Max |F| = 2.2 eV/A
Highest occupied orbital energy = -2.8 eV
Gap between HOMO and LUMO = 7.089 eV
Total energy = -8407.354 eV

These are the natural (NBO) partial charges, in e, on atoms 1 to 8: -0.48 -0.73 -0.27 -0.88 0.16 0.21 0.20 0.27

***

# 3
Below is the molecule C5H7NO2 at a distorted geometry, with properties calculated with ωB97M-V/def2-TZVPD.

Geometry as ORCA input:
```
! wB97M-V def2-TZVPD RIJCOSX def2/J DEFGRID3
* xyz 0 1
O 0.26971 -2.27669 0.45950
O 2.25731 1.92502 0.44197
N -1.84267 -0.39092 -0.05567
C -0.54040 -0.18080 -0.63734
C 0.06098 1.19223 -0.56460
C 1.33130 1.14354 0.30863
C 0.43030 -0.99094 0.26176
C 1.35958 -0.21205 0.90725
H 0.35772 1.50727 -1.48943
H -1.86065 -0.19078 0.98346
H -0.56823 2.09368 -0.25174
H -0.38655 -0.52102 -1.61958
H 2.12401 -0.46122 1.62781
H -0.53836 -2.85286 0.17134
H -2.45403 0.21553 -0.54336
*
```

Computed properties:
Max |F| = 3.6 eV/A
Highest occupied orbital energy = -9.1 eV
Gap between HOMO and LUMO = 9.677 eV
Total energy = -10882.322 eV
SMILES string = N[C@H]1CC(=O)C=C1O

These are the natural (NBO) partial charges, in e, on atoms 1 to 8: -0.68 -0.56 -0.83 -0.12 -0.53 0.56 0.42 -0.43

***

Look up the total energy of the third one. -10882.322 eV